Entry 1:
{
  "formula": "H17O9",
  "method": "ωB97M-V with the def2-TZVPD basis set",
  "e_above_lowest_ev": 1.329,
  "e_homo_ev": -6.77,
  "e_lumo_ev": 3.2,
  "spin_multiplicity": 1,
  "charge": -1,
  "energy_ha": -687.4033,
  "symbols": ["H", "H", "H", "O", "H", "O", "H", "H", "H", "O", "O", "O", "H", "H", "O", "H", "H", "H", "H", "H", "O", "H", "H", "H", "O", "O"],
  "xyz": [[-3.6515, -11.2046, -3.2672], [-5.5829, -14.5569, -3.1288], [-4.2367, -14.0772, -4.1149], [-4.0901, -17.1306, -4.3952], [-7.1173, -12.0672, -2.3647], [-2.3892, -14.2696, -1.8243], [-3.9067, -16.9044, -5.3265], [-7.2970, -14.9346, -4.1342], [-4.4887, -16.4555, -3.9457], [-3.7322, -13.8374, -4.9291], [-4.2825, -11.5641, -2.6397], [-5.4892, -16.7077, -2.0762], [-4.1106, -14.3594, -5.5979], [-5.2509, -15.7450, -2.0979], [-7.2371, -13.0280, -2.3406], [-6.3310, -13.3446, -2.4632], [-6.8003, -16.2518, -4.4629], [-2.1556, -14.8623, -2.5219], [-4.6372, -16.8972, -1.7279], [-5.3104, -14.1359, -0.9625], [-5.4587, -14.0932, -0.0166], [-5.4690, -15.0007, 0.2864], [-4.3970, -12.4848, -2.7648], [-3.3737, -14.1616, -1.9380], [-6.6905, -15.2876, -4.7472], [-4.8278, -14.2508, -2.6011]],
  "forces_ev_per_a": [[-0.034, -0.540, -0.079], [0.435, 0.069, -0.230], [0.493, 0.261, 0.067], [2.115, -3.486, -2.821], [-0.091, -0.293, 0.025], [-0.569, 0.552, 0.944], [-0.271, 0.295, 1.036], [-1.405, 1.613, 1.130], [-1.672, 2.971, 1.578], [0.828, 0.873, 0.834], [-0.117, 2.663, 0.574], [-0.554, 0.702, 0.117], [-0.810, -0.908, -1.420], [-0.769, 0.256, -0.265], [-0.650, 0.607, -0.330], [0.282, 0.134, 0.362], [0.746, 1.512, -0.842], [0.170, -0.486, -0.777], [1.286, -1.542, 0.598], [0.210, 0.020, -0.709], [-0.215, 0.224, 1.430], [-0.007, -0.178, -0.038], [0.092, -1.843, -0.466], [1.311, -0.231, 0.026], [0.532, -3.092, -0.201], [-1.337, -0.153, -0.540]]
}



Entry 2:
{
  "formula": "CH3NO2",
  "method": "ωB97M-V with the def2-TZVPD basis set",
  "smiles": "O=CNO",
  "e_above_lowest_ev": 3.814,
  "e_homo_ev": -9.70,
  "e_lumo_ev": 0.7,
  "spin_multiplicity": 1,
  "charge": 0,
  "energy_ha": -245.0390,
  "symbols": ["O", "H", "H", "O", "C", "N", "H"],
  "xyz": [[-1.5717, -0.7995, -0.0580], [0.8808, -1.4504, 0.2010], [-1.5300, 1.0809, -0.0200], [1.4162, -0.6859, -0.0151], [-0.8191, 0.3034, 0.0948], [0.4947, 0.3649, -0.0247], [1.1291, 1.1866, -0.1780]],
  "forces_ev_per_a": [[4.213, 3.398, 1.482], [-0.377, -0.716, 0.034], [0.689, 2.156, 0.463], [-0.854, -0.073, -0.013], [-4.049, -6.109, -2.486], [2.293, 2.053, 0.029], [-1.916, -0.711, 0.491]]
}



Entry 3:
{
  "formula": "C71H117Br2N5O11",
  "method": "ωB97M-V with the def2-TZVPD basis set",
  "e_homo_ev": -9.05,
  "e_lumo_ev": 0.4,
  "spin_multiplicity": 1,
  "charge": 0,
  "energy_ha": -9024.6687,
  "symbols": ["H", "C", "C", "C", "C", "H", "H", "H", "H", "H", "C", "C", "C", "H", "C", "H", "H", "C", "C", "H", "H", "H", "H", "O", "C", "H", "O", "H", "H", "H", "C", "H", "H", "H", "H", "H", "H", "H", "C", "C", "H", "O", "C", "C", "H", "H", "C", "H", "H", "H", "H", "H", "H", "H", "H", "H", "C", "H", "H", "H", "C", "H", "H", "H", "H", "C", "H", "C", "C", "H", "C", "H", "H", "H", "H", "H", "H", "C", "H", "C", "C", "H", "H", "H", "N", "O", "C", "C", "H", "H", "C", "C", "C", "H", "H", "H", "C", "C", "H", "C", "N", "H", "H", "H", "C", "C", "N", "O", "H", "C", "O", "C", "C", "H", "H", "C", "H", "H", "H", "H", "C", "H", "C", "H", "H", "H", "N", "H", "H", "C", "C", "H", "H", "H", "H", "H", "H", "H", "C", "H", "C", "H", "C", "H", "C", "H", "C", "H", "O", "H", "H", "O", "H", "C", "C", "H", "H", "C", "H", "H", "H", "C", "C", "H", "C", "C", "C", "H", "C", "H", "C", "H", "C", "H", "C", "H", "C", "C", "H", "C", "O", "C", "C", "O", "H", "H", "C", "O", "Br", "H", "H", "C", "H", "H", "H", "H", "C", "H", "Br", "H", "N", "C", "H", "C", "H", "H"],
  "xyz": [[5.7878, 2.1587, -0.0828], [2.8002, -6.8040, 1.6853], [-4.5210, 6.5651, -4.0740], [-2.1333, 6.3303, 0.3603], [-1.1651, 3.9905, -4.3778], [4.4803, -3.2852, -3.4365], [-5.5983, 1.3411, -3.9633], [-7.6965, 6.9272, -3.4035], [5.9713, -3.4411, -2.5542], [-7.8680, 3.6448, 0.4443], [0.1170, 2.7604, 3.6802], [5.7418, -4.0693, 4.1001], [-5.7986, 7.3780, -4.1848], [-3.1574, 5.9906, 0.2060], [0.6601, -3.4498, 6.6619], [-0.6454, 2.7641, 2.9153], [-4.1752, -1.9036, 3.6804], [4.9334, -3.1221, -2.4586], [-0.1842, 4.2874, -6.5481], [0.7962, -4.1205, 7.5103], [-4.0521, -0.6528, 2.4495], [1.0340, -4.9426, 0.5990], [0.9243, -0.6459, 1.1307], [-6.1390, 5.3716, -3.0762], [-1.3900, 5.3632, 1.2974], [-6.0221, 7.9020, -5.1141], [0.2837, 3.8942, -4.3090], [-1.2619, 2.7226, 5.3409], [3.5814, -7.2834, 2.2752], [-7.0746, 5.9378, -4.7967], [5.7262, -4.0145, 2.5581], [0.7030, 4.2713, -1.5773], [2.7457, -2.3433, -1.0715], [1.7752, 0.2590, -1.1155], [5.1857, 4.2768, 0.3419], [3.4311, 2.8929, 4.1859], [-0.2480, 3.8417, -7.5408], [3.5372, -4.5254, -1.5761], [3.6011, 1.2029, -5.1810], [-3.4885, -1.2063, 3.2006], [-0.5428, -2.1515, 3.4676], [7.9143, -3.4753, 3.3802], [-5.5913, -3.8020, 0.2512], [-6.8368, 6.4316, -3.8545], [-3.9088, 3.1973, 1.0413], [0.2992, -3.1526, -0.9825], [1.4524, -3.9163, 5.4522], [3.1353, 4.5775, 1.7540], [0.4873, -4.4199, 2.2050], [5.1255, -4.7962, 4.6292], [3.4402, -2.6979, 0.4576], [1.4237, -8.1649, 2.6087], [4.8953, 4.0508, -2.1601], [-1.1376, 4.3824, 0.8943], [-1.8789, -1.2744, -5.7163], [2.9438, -1.5724, 5.7195], [0.3311, 0.0331, 0.5362], [1.2487, 0.0693, -3.7973], [2.4735, -4.1793, 5.7286], [7.2253, -2.4854, 1.8075], [-1.5452, -2.2686, 3.8792], [7.6163, -4.1520, 1.4247], [-2.3178, 3.9517, -6.3659], [-1.5879, 4.5888, -3.5707], [7.5082, -5.3987, 4.1088], [-1.5058, 4.4482, -5.8346], [7.4755, -4.1207, 5.3239], [-6.8543, 3.7793, 0.0669], [2.8913, -0.9155, -4.8430], [3.7896, -1.4710, -4.5738], [1.9401, 2.6751, 5.7266], [-2.2042, 7.2900, 0.8722], [-2.3559, 0.4914, 3.6053], [-1.5706, 3.0243, -4.0776], [-3.4294, -2.4069, -4.0607], [-6.7150, 2.8871, -2.0058], [1.0055, -4.0778, -3.2047], [3.6996, -2.5643, -0.5927], [3.9365, 0.9044, -3.0712], [-3.5696, -1.3927, -4.4044], [7.1187, -3.5133, 2.1543], [0.9714, -4.7217, 4.8973], [5.6100, -5.0136, 2.1382], [-5.7871, 8.1169, -3.3837], [-1.6797, 1.2258, 0.1807], [-5.9265, 3.6155, 1.1787], [-4.7440, 0.7471, -4.2525], [-1.0806, -4.7483, -3.0061], [-6.7945, 4.6954, -0.5208], [0.6361, -1.3723, 7.5379], [5.6540, 1.5275, 0.7832], [4.7850, -1.5317, -0.8163], [-0.0091, -3.6847, -3.1409], [5.5520, -3.0926, 4.5453], [3.3139, -6.6195, 0.7418], [2.1320, -2.3133, 7.7132], [1.0143, -5.2015, 1.6576], [2.8431, 4.2886, -2.0397], [-5.0800, 1.8081, 1.2171], [7.2665, -4.3495, 4.2789], [6.8017, 1.0414, 1.2989], [-2.2805, 1.0836, -6.3550], [-2.2217, -2.1007, -1.9911], [-0.4247, 5.7008, 1.6747], [4.3969, 1.2166, 1.3416], [-2.9097, -0.2494, 4.1820], [1.7723, 4.4608, 0.1445], [3.1000, 0.0511, -5.8329], [5.6835, -1.8294, -0.2758], [2.3709, 2.8502, 4.3874], [-6.9129, -3.2734, 2.1048], [-0.2109, -2.8462, -1.8957], [-6.4726, 2.6323, -0.9741], [-7.6626, -3.3445, 0.1962], [0.0957, 5.3175, -6.7686], [2.4139, -5.4275, 2.2627], [5.0027, -3.3540, 2.0803], [-1.8653, 2.3757, -1.5465], [-4.7465, 6.1460, -1.9149], [-5.2806, -1.1028, -3.1981], [1.2867, -2.1033, 7.0578], [4.6901, 1.2422, -5.2046], [1.4391, 2.8618, 3.3440], [-4.4825, 1.7847, -1.1481], [-4.5698, -5.3349, 1.4004], [-5.6363, -4.3170, 3.5230], [0.6526, 2.7165, 6.0352], [0.0125, -1.7841, -1.9956], [3.4422, 1.5559, 0.9676], [4.0913, 4.2522, -1.4677], [5.4895, -0.0880, 2.9486], [0.3957, 1.7442, -2.4613], [-6.6401, -5.2508, 2.3588], [2.1766, -1.6958, -5.1046], [3.0755, -4.6064, 1.9869], [2.7157, 4.1373, -3.1015], [4.9693, -4.2425, -0.6352], [-1.2788, -5.2455, -3.9556], [-2.7132, -0.7479, -5.2767], [-1.8979, -3.1742, -0.5717], [-2.9226, 0.5615, -5.6611], [-4.2469, 4.7546, -2.8717], [6.7090, 0.1338, 2.3235], [-0.1403, -3.0987, -4.0505], [3.0547, 4.5494, 0.6774], [-2.2783, -1.4868, 5.8004], [0.7566, 3.5433, -5.5859], [-0.9809, -0.5184, 5.1157], [1.5613, -2.6815, 4.7736], [7.5769, -0.3621, 2.7325], [-3.7169, 7.2815, -3.9064], [-2.3992, -1.9646, 2.7867], [2.4432, -0.7948, -2.8086], [1.8556, -1.6341, 5.7232], [2.3007, -0.2035, -3.7131], [2.6087, 2.4696, 6.5495], [-1.6992, -3.2789, 4.2581], [-1.2173, 1.7033, -1.0041], [-4.2670, 5.9072, -4.9052], [0.8687, 2.4752, -5.7723], [1.4080, -8.2087, 0.8034], [0.7980, 0.5015, -0.7247], [4.3528, 0.4720, 2.4579], [-4.6224, 3.5179, -1.2146], [1.5163, -7.5847, 1.6906], [-4.9313, -4.3110, 1.4950], [-0.2289, 2.7904, 5.0331], [-6.6693, -1.8880, 0.4976], [3.1031, 1.0953, -3.7473], [2.6178, 1.9997, -3.3803], [0.0236, 1.3481, -1.5280], [5.4606, -0.7559, 3.7968], [-4.6204, -0.5862, -3.8791], [-4.9213, -3.1898, -0.3525], [-6.0461, -4.3501, 2.5135], [-6.0238, -4.6398, -0.2958], [1.7011, 4.3943, -1.1834], [-0.9439, 0.3453, 0.9069], [4.4742, -0.5361, -0.4997], [-4.8748, 2.7769, 0.7616], [-2.1683, -4.0469, -2.4946], [-4.8328, 5.6735, -2.8934], [-1.8645, -1.1060, 4.8666], [0.5174, -6.5337, 1.7070], [-4.0430, -3.7366, 1.7578], [3.1579, 2.0351, -5.7279], [-6.7970, -2.9463, 0.7255], [4.9084, -1.6861, -2.2475], [-1.1127, 6.6999, -1.2420], [2.3616, -5.5695, 3.3421], [-0.7312, -5.5621, -2.3707], [-5.0229, 2.6309, -0.7237], [-3.5265, 0.2485, 4.9302], [-1.7345, 5.5130, -5.8803], [-1.2744, 0.0580, 1.8941], [1.7878, 2.9245, 2.3238], [4.1928, 4.3448, -0.0776], [3.3790, 0.3725, 2.9143], [-2.5935, 5.0389, 2.8845], [-7.0110, 1.7223, -0.7093], [-3.9547, 1.3078, -5.1611], [-1.7305, -3.0065, -1.6356], [-0.3832, -3.4470, 6.3463], [4.2570, -3.7546, -1.3005], [1.7889, 3.8583, -5.7384], [1.4222, -0.6855, 5.4061]],
  "forces_ev_per_a": [[-0.181, 0.065, -0.033], [1.776, 0.887, 0.257], [1.163, 0.862, 0.033], [0.358, -0.064, 1.585], [-0.226, -0.645, -0.238], [-0.254, -0.111, 0.095], [0.002, 0.107, 0.427], [-0.074, -0.731, 0.470], [0.170, -0.024, 0.038], [0.055, 0.177, 0.096], [-0.795, 0.516, 0.350], [1.401, 0.085, -0.692], [1.070, 1.571, 0.182], [0.248, -0.132, -0.637], [-0.019, -1.031, 1.052], [-0.152, -0.104, 0.030], [-0.576, 0.075, 0.228], [1.049, 1.058, -1.516], [0.527, 0.084, -1.007], [-0.430, -0.276, -0.017], [0.466, -0.500, -0.721], [0.339, 0.508, -0.129], [0.188, 0.022, 0.082], [-4.094, -0.386, -0.301], [-0.173, -0.290, 0.243], [0.365, -0.078, -0.093], [-0.529, 0.225, 0.592], [-0.215, 0.288, -0.093], [-0.059, -0.049, 0.283], [-0.846, -0.235, 0.181], [-0.171, 0.188, -0.437], [-0.045, 0.222, -0.266], [0.038, 0.780, -0.144], [0.203, -0.250, 0.337], [-0.124, 0.177, 0.449], [0.123, -0.012, -0.091], [-0.130, -0.401, 0.126], [-0.184, 0.166, -0.041], [-0.502, 0.179, -0.094], [-1.504, -0.180, 1.049], [0.140, -0.405, 0.307], [-0.457, -0.605, -0.078], [-0.509, 0.539, -0.695], [-0.058, -2.451, -0.483], [-0.060, -0.225, 0.248], [0.431, -0.478, -0.295], [0.384, 1.432, 1.289], [-0.158, 0.261, 0.119], [-0.674, -0.593, 0.193], [-0.136, -0.144, -0.483], [0.211, -0.321, 0.188], [-0.169, -0.127, -0.095], [0.546, 0.129, 0.400], [-0.581, -0.020, -0.260], [0.144, -0.120, -0.021], [0.147, 0.412, 0.322], [1.032, -0.249, -2.057], [-0.212, -0.584, -0.425], [0.175, -0.661, 0.177], [-0.642, -0.054, -0.316], [-0.069, 1.880, -0.252], [-0.060, -0.214, -0.030], [-0.085, -0.407, 0.589], [0.651, 0.823, -0.166], [0.053, -0.174, -0.247], [-0.190, 0.007, 0.727], [0.738, 0.171, -0.131], [-0.128, -1.697, -0.785], [-0.701, -1.672, -0.634], [0.450, 0.375, 0.132], [-0.130, 0.413, -1.630], [-0.017, -0.043, -0.104], [-0.276, 0.452, 0.024], [-0.111, -0.560, -0.750], [0.010, -0.130, -0.156], [-0.147, 0.202, 0.115], [0.045, -0.237, 0.032], [-1.113, 0.084, 1.353], [0.351, 0.337, -0.023], [-1.132, 2.001, 0.697], [1.201, 0.460, 1.065], [0.022, 0.414, -0.340], [-0.250, -0.059, 0.092], [0.348, 0.381, -0.061], [-0.034, -0.090, -0.460], [-1.105, 1.278, -1.012], [-0.221, -0.733, -0.824], [1.209, -0.212, -0.472], [0.368, 0.517, 0.625], [-0.102, -0.204, -0.108], [0.452, -0.864, 1.035], [-1.424, -0.540, -0.826], [1.127, -0.048, -0.028], [-0.106, 0.084, -0.101], [-0.567, -0.350, -0.552], [-0.168, 0.066, 0.291], [1.936, -1.473, 0.135], [-1.267, 0.112, 0.945], [0.603, -0.270, 0.307], [-1.225, 0.408, 0.977], [-0.391, -1.157, 0.280], [0.110, -0.110, -0.131], [-0.350, 0.048, 0.407], [-0.335, 0.515, 0.073], [0.607, 1.364, -1.640], [1.220, 0.519, 0.414], [1.997, 0.751, 0.223], [0.143, -0.595, -0.876], [0.333, 0.097, -0.042], [-0.025, -0.526, 0.831], [-0.311, 1.103, 1.456], [-0.810, 0.637, 0.630], [-1.659, 1.064, 0.977], [-0.367, 0.414, 0.039], [0.967, -0.153, 0.223], [-0.117, -0.045, -0.620], [-0.354, -0.110, 0.322], [-0.236, 0.148, 0.061], [0.612, 0.451, 0.218], [-0.340, 0.440, 0.176], [0.346, -0.414, -0.453], [0.103, 0.027, -0.236], [1.234, -0.070, 0.798], [0.067, -0.178, 0.187], [0.163, -0.081, -0.362], [-0.649, 0.559, 0.176], [-0.414, -0.274, -0.017], [0.143, -0.049, -0.295], [0.163, 0.425, -0.490], [-0.816, -0.348, -0.310], [1.327, -1.133, 0.584], [-0.049, 0.034, -0.088], [0.142, -0.388, 0.347], [-0.019, 0.036, -1.026], [0.268, -0.212, 0.265], [-0.176, 0.235, -0.026], [0.239, -0.129, -0.072], [-0.591, 0.326, -0.118], [0.636, -0.489, -0.570], [-0.457, -0.251, -0.074], [-1.666, 0.945, 1.196], [0.086, -0.034, -0.142], [-1.180, 1.680, -0.648], [-0.282, 0.136, 0.018], [-1.231, -1.148, -0.995], [0.112, -0.135, 0.122], [0.170, 0.859, -0.998], [0.091, -0.123, 0.062], [-0.361, 0.715, -1.669], [0.422, 0.256, -0.327], [0.419, -0.371, -0.021], [0.275, -0.681, -1.981], [-0.033, 0.252, 0.165], [0.094, -0.635, -0.539], [-0.362, 1.340, 1.529], [0.319, 0.280, -0.022], [-0.143, -0.018, 0.127], [-0.011, -0.993, 1.246], [-0.248, 0.277, -0.338], [-0.895, -0.465, 0.169], [-0.263, -0.046, 0.091], [-0.311, 0.281, 0.337], [-1.235, -0.302, 0.822], [0.196, 0.135, 0.003], [-0.121, 1.738, -0.205], [0.869, -0.932, 0.307], [0.215, -0.740, -0.083], [-0.093, 0.119, 0.599], [0.759, 0.085, 1.310], [-0.300, -0.206, -0.112], [-0.031, -0.572, 1.359], [-0.023, -0.026, 0.163], [1.121, -1.517, -0.154], [0.021, -0.391, -0.290], [-0.222, 0.510, -1.588], [0.404, 0.062, -0.391], [0.960, -0.711, -0.061], [-0.144, 2.044, -0.554], [0.238, 0.062, -0.570], [0.022, -0.565, -0.069], [-1.246, -0.479, 0.243], [1.336, 0.736, 0.321], [0.557, -0.777, 1.020], [-2.166, -0.749, 0.275], [-0.276, 0.349, 0.370], [0.357, 0.217, 0.108], [0.912, -1.817, 0.027], [0.738, 0.127, 0.569], [-0.266, -0.250, -0.112], [-0.182, 0.560, 0.065], [-0.060, -0.032, 0.604], [1.579, -0.308, -0.777], [-0.358, -0.083, -0.402], [-0.296, -0.052, 0.419], [-0.564, -0.179, -0.205], [-0.206, -0.004, -0.117], [0.295, 0.611, -0.490], [0.007, -0.430, 0.334], [0.664, 0.280, -0.810], [0.267, -0.241, 0.076], [1.445, -0.352, -0.538], [0.844, 0.753, -0.612], [-0.089, 0.405, 0.352], [-0.134, -1.346, 0.993], [0.089, 0.581, 0.451], [0.016, -0.142, -0.389]]
}